This record from the OMol25 dataset describes a 5-piece molecular cluster, C37H71N3O17P2S5 overall at a distorted geometry. The level of theory is the ωB97M-V functional and the def2-TZVPD basis.

HOMO level: -0.2891 hartree
Structure (SMILES): CCOCc1c(CCCCN(C)C(C)=O)c(P(CC)CC)c2c(c1[PH2]=S)C(=O)N(CCC(N)=O)C2=O.CCOS(C)(=O)=O.CCOS(C)(=O)=O.CCOS(C)(=O)=O.CCOS(C)(=O)=O
LUMO: -0.6 eV
HOMO-LUMO gap: 0.268 Ha
Energy: -151550.415 eV

CARTESIAN COORDINATES (ANGSTROEM)
C -0.76816 -3.43139 6.55019
C -2.15568 -4.01995 6.38756
O -2.48755 -4.08529 4.99503
C -3.64305 -3.42120 4.56771
C -3.33357 -2.26655 3.62673
C -3.92440 -0.99621 3.80856
C -4.84189 -0.74768 4.98405
C -4.16894 -0.70902 6.36171
C -2.98165 0.25022 6.44017
C -2.15000 -0.05246 7.68181
N -1.22423 1.02145 8.06973
C -1.90453 2.15754 8.70372
C -0.32663 1.34392 7.06187
C 0.23648 2.73970 6.98473
O 0.04276 0.50000 6.27365
C -3.67597 0.05563 2.86812
P -4.45562 1.70898 3.11901
C -3.24011 2.83571 3.90398
C -1.92020 3.16946 3.15543
C -5.13197 2.42598 1.56809
C -4.54281 3.77248 1.15703
C -2.81876 -0.25102 1.79729
C -2.24027 -1.50049 1.61511
C -2.48026 -2.52051 2.53250
P -1.60033 -4.10406 2.25773
S 0.24831 -4.01857 2.90534
C -1.37928 -1.47377 0.39266
O -0.95834 -2.36972 -0.26155
N -1.17676 -0.09956 0.08948
C 0.11661 0.42356 0.64329
C 1.05027 0.91617 -0.46296
C 1.79858 2.16420 -0.06195
N 2.41953 2.18461 1.17837
O 1.88576 3.10941 -0.80415
C -2.28857 0.59862 0.67607
O -2.65957 1.64380 0.25028
H -0.01262 -4.15771 6.26956
H -0.56588 -3.12718 7.57452
H -0.63629 -2.58286 5.88250
H -2.91454 -3.52586 6.98473
H -2.11671 -5.04425 6.73919
H -4.30064 -3.10902 5.36771
H -4.21813 -4.13975 3.96981
H -5.57342 -1.55898 4.99597
H -5.41272 0.15957 4.85528
H -3.87635 -1.68724 6.73108
H -4.91532 -0.34070 7.06481
H -2.36533 0.21241 5.54705
H -3.39007 1.25118 6.57367
H -1.62442 -0.99274 7.56281
H -2.84433 -0.17570 8.51088
H -2.70307 1.79658 9.33973
H -1.21804 2.69468 9.35151
H -2.30789 2.86367 7.98148
H 0.98294 2.87605 7.76124
H 0.69205 2.82062 6.00668
H -0.52783 3.50514 7.05165
H -3.75089 3.73789 4.22163
H -2.96267 2.32404 4.81776
H -1.93720 4.20050 2.81954
H -1.07228 2.98711 3.81170
H -1.79665 2.53708 2.28520
H -6.19998 2.57582 1.69799
H -5.02815 1.71417 0.75534
H -4.72799 4.51188 1.93457
H -3.47207 3.72470 1.00322
H -4.98677 4.12183 0.23002
H -1.57788 -4.22258 0.86819
H -2.35618 -5.13737 2.82315
H 0.56415 -0.37241 1.23590
H -0.13290 1.25554 1.29595
H 0.50044 1.17810 -1.35662
H 1.77049 0.14468 -0.72634
H 2.42993 3.12821 1.54628
H 1.99591 1.57764 1.86986
C 3.43666 3.32583 -3.43631
C 4.40524 2.29788 -3.98213
O 4.13871 1.93352 -5.35661
S 4.53660 2.96988 -6.49318
C 4.33205 1.89020 -7.86302
O 5.92143 3.30347 -6.34254
O 3.55272 4.00433 -6.55961
H 3.55299 4.28428 -3.94153
H 3.61057 3.47739 -2.37533
H 2.40773 3.00121 -3.57940
H 5.43954 2.63369 -3.89039
H 4.31519 1.36813 -3.42291
H 5.06351 1.09109 -7.79221
H 4.49206 2.47247 -8.76829
H 3.32045 1.49442 -7.85118
C 1.10821 3.94606 -12.26941
C 1.52503 2.50536 -12.48845
O 2.77501 2.38396 -13.20057
S 4.11412 2.70616 -12.40778
C 5.24324 2.07243 -13.59141
O 4.13396 1.89980 -11.22107
O 4.27693 4.12254 -12.30873
H 1.79236 4.46145 -11.59745
H 0.11039 3.98024 -11.83176
H 1.10125 4.49024 -13.21360
H 1.58799 1.96035 -11.54527
H 0.79415 1.99497 -13.11219
H 5.09840 0.99948 -13.67679
H 6.24725 2.28548 -13.23341
H 5.06723 2.56922 -14.54179
C -6.56526 -6.06922 10.93882
C -5.48197 -6.95063 10.35068
O -5.63276 -7.15140 8.92722
S -5.24979 -5.95167 7.96400
C -5.27838 -6.85376 6.45528
O -3.90974 -5.53548 8.24789
O -6.30603 -4.98712 7.95269
H -6.49503 -5.04853 10.56632
H -6.47156 -6.04332 12.02443
H -7.55258 -6.44846 10.67638
H -4.48677 -6.55551 10.55944
H -5.53469 -7.94739 10.78279
H -4.48864 -7.59953 6.47483
H -5.10585 -6.13807 5.65390
H -6.25452 -7.31756 6.34324
C 7.15983 -1.32302 -9.13920
C 7.31368 0.15926 -9.41373
O 8.60820 0.49920 -9.95885
S 8.90563 0.14165 -11.47216
C 10.37545 1.09198 -11.63622
O 7.86924 0.70232 -12.28735
O 9.22884 -1.24531 -11.58870
H 7.16346 -1.90212 -10.06136
H 6.21635 -1.50750 -8.62475
H 7.97928 -1.68559 -8.51889
H 6.52874 0.52840 -10.07741
H 7.24786 0.72265 -8.48514
H 10.13006 2.14421 -11.52363
H 10.77200 0.89617 -12.62980
H 11.08406 0.77113 -10.87798